127
Properties=species:S:1:pos:R:3:forces:R:3:mulliken_charge:R:1 method="wB97M-V/def2-TZVPD" charge=+1 molar_mass_g_mol=1057.4 e_homo_ev=-11.837
C -4.358234 1.932666 0.181379 -0.756 -0.578 -0.596 -0.879
C -3.238759 0.861253 0.830443 -4.462 -1.379 -1.109 0.246
N -1.935988 1.285171 0.437922 2.122 -0.810 -0.151 0.748
C -0.683752 1.298776 1.156940 -4.920 5.149 -0.199 -0.410
C -1.103403 1.600005 2.744815 1.568 -1.990 1.912 -1.518
C -1.644345 2.998404 3.245903 -0.350 2.243 1.143 -0.476
C -3.215998 3.393075 3.014831 -3.501 4.215 -2.417 0.325
O -3.698603 4.434492 2.336413 3.668 -6.854 4.297 -0.515
O -4.238465 2.527291 3.690509 2.650 2.131 0.396 -0.448
C 0.019232 2.703099 0.540006 1.444 -0.600 -0.751 -0.296
Cl -1.285311 4.039414 0.180152 1.714 -1.347 1.355 -0.058
C 0.668193 2.587300 -0.937421 -0.175 -1.651 -0.870 0.873
C 1.259763 3.884107 -1.675800 -0.322 -0.882 -2.874 -0.970
C 0.217112 4.436401 -2.867235 1.037 0.826 0.195 -0.790
I 1.932847 5.612852 -0.583810 -0.066 -0.321 -0.215 0.066
O 0.991422 3.099206 1.548766 -0.772 -0.931 -0.644 -0.341
C 2.010535 2.113438 1.814246 2.364 1.364 -0.185 0.040
S 2.523586 2.392945 3.645379 -0.734 -0.097 0.218 -0.215
C 3.393797 2.694184 1.054779 0.635 -0.292 -0.138 -0.196
C 4.749705 1.873466 1.458041 0.834 0.259 -0.132 0.231
F 5.675917 2.790392 2.205197 -2.048 -1.867 -1.502 -0.381
C 1.715534 0.555772 1.472174 4.734 1.736 0.314 0.564
F 2.331898 -0.162976 2.601142 -2.129 0.733 -2.738 -0.550
N 0.295760 0.089787 1.062290 0.924 -0.993 5.633 2.374
C -0.082795 -1.019149 2.068655 -1.077 -3.350 3.330 -0.429
C -1.479902 -1.812341 1.801634 -1.325 -1.640 0.032 -0.023
F -2.513103 -1.646051 2.893521 2.659 0.326 -2.332 -0.377
N 0.441220 -0.504628 -0.099248 0.530 -2.519 -6.362 -0.215
C -0.310103 -0.541535 -1.319328 -6.191 -0.520 -5.837 -0.407
C 0.555374 -0.258235 -2.734987 -0.704 0.017 0.634 -1.082
O -1.580592 -0.880492 -1.629833 7.256 2.032 3.447 -0.305
C 1.273977 -1.710756 -0.341421 7.330 -4.718 -1.872 -0.053
C 0.650794 -3.270402 -0.335376 -1.455 0.906 -0.461 -0.920
O 2.581172 -1.751770 -0.730477 -8.244 2.063 2.702 -0.578
H -4.865218 1.440077 -0.780714 1.211 0.894 2.095 -0.020
H -3.866926 2.925504 -0.192655 -0.952 -1.772 1.109 0.304
H -5.257186 2.112061 0.939315 2.176 -0.136 -1.604 0.219
H -3.582812 0.723241 1.927898 1.524 0.380 -1.698 0.387
H -3.531429 -0.157759 0.275591 0.817 2.132 1.526 -0.687
H -1.949008 1.480652 -0.584677 0.513 -0.171 1.377 0.576
H -1.838319 0.771391 3.192934 1.479 1.696 -1.528 0.525
H -0.120217 1.412351 3.402982 -1.962 0.617 -1.474 0.416
H -1.014536 3.975068 2.963822 -1.414 -2.485 0.213 0.086
H -1.538561 2.984361 4.441718 -0.331 -0.282 -2.603 0.593
H -4.235462 2.771090 4.678114 0.089 -0.508 -2.046 0.335
H 1.493100 1.726951 -1.021073 -1.711 1.859 0.605 -0.626
H -0.207231 2.200540 -1.656377 1.814 0.835 1.656 0.065
H 2.201778 3.518943 -2.318108 -1.987 0.745 1.747 0.524
H 0.911371 5.018105 -3.643397 -1.648 -1.313 1.625 0.362
H -0.535398 5.233031 -2.427356 1.396 -1.926 -0.949 0.264
H -0.304550 3.540908 -3.411565 0.880 1.731 1.080 0.243
H 3.607157 1.569890 3.976956 -1.083 0.513 -1.036 0.209
H 3.311921 2.675869 -0.109932 -0.090 0.004 2.057 -0.118
H 3.538218 3.826471 1.386827 -0.516 -2.632 -0.645 0.324
H 4.593107 0.936560 2.138925 0.235 1.999 -1.291 -0.348
H 5.348771 1.513609 0.494059 -1.276 0.972 2.147 0.292
H 2.499292 0.433275 0.574648 -2.336 -0.643 1.777 0.456
H 0.702988 -1.918279 2.122818 -1.203 2.498 -0.916 0.727
H -0.062237 -0.723500 3.197112 -0.153 0.122 -2.345 0.557
H -2.012953 -1.613127 0.787832 0.952 0.158 1.837 -0.043
H -1.308052 -2.998299 1.805823 -0.081 2.843 0.229 0.199
H -0.075689 0.555109 -3.326814 1.375 -1.732 1.388 0.311
H 0.489021 -1.243844 -3.364202 0.375 1.908 1.300 0.376
H 1.644095 0.113802 -2.519852 -2.133 -0.925 -0.554 0.250
H 0.669961 -3.713913 0.749555 0.303 0.782 -2.171 0.288
H 1.192706 -3.957916 -1.138094 -0.875 1.824 2.146 0.258
H -0.498314 -3.248803 -0.655163 2.454 0.057 0.753 0.281
C -4.717693 -2.325278 -2.283774 -0.321 0.264 1.249 -0.417
C -5.117430 -1.766185 -0.927939 -2.188 2.818 7.153 0.558
N -5.448917 -1.302376 0.196710 2.549 -3.724 -8.951 -0.486
H -3.629545 -2.414201 -2.344282 -0.155 0.097 0.146 0.122
H -5.164181 -3.313230 -2.425904 0.004 0.148 0.190 0.366
H -5.065352 -1.659695 -3.078591 0.120 -0.213 0.359 -0.055
C 4.905275 -2.572837 1.210431 0.622 0.862 0.764 -0.233
C 5.609663 -1.500467 2.025615 3.897 5.695 4.482 0.516
N 6.193981 -0.610915 2.701711 -4.694 -7.172 -5.349 -0.549
H 5.488851 -2.804036 0.315099 -0.043 0.126 0.175 0.338
H 4.793990 -3.482026 1.807586 0.116 0.197 0.009 0.317
H 3.914738 -2.221342 0.908956 0.311 0.013 0.110 -0.301
C 1.484674 8.809757 2.435470 0.853 0.106 -0.871 -0.508
C 2.534633 8.898273 1.339835 5.704 0.464 -5.956 0.362
N 3.405627 8.971655 0.431087 -7.068 -0.710 7.257 -0.499
H 1.959337 8.908392 3.415573 0.033 0.004 -0.230 0.276
H 0.750109 9.610445 2.313342 0.194 -0.099 -0.082 0.281
H 0.972118 7.845299 2.383458 0.149 0.122 -0.102 0.103
C 1.090576 -7.109774 -3.541193 -0.371 0.469 1.225 -0.597
C 0.690839 -6.550682 -2.185358 -2.169 3.016 7.263 0.537
N 0.359352 -6.086872 -1.060709 2.588 -3.745 -8.906 -0.589
H 2.178724 -7.198698 -3.601701 -0.223 -0.012 0.102 0.312
H 0.644089 -8.097727 -3.683322 0.064 0.234 0.128 0.082
H 0.742917 -6.444192 -4.336010 0.000 -0.065 0.207 0.284
C -7.589015 -0.460368 2.415998 -1.149 -0.361 0.562 -0.365
C -8.906906 -0.883607 3.044246 -7.253 -2.293 3.483 0.052
N -10.000025 -1.234726 3.565441 8.773 2.814 -4.189 -0.404
H -6.820648 -1.211129 2.619970 -0.222 0.095 -0.064 0.278
H -7.707979 -0.357442 1.333937 -0.025 -0.100 0.239 0.219
H -7.268929 0.498889 2.831895 -0.145 -0.135 0.013 0.217
C 6.572091 9.555039 -0.005931 0.778 1.072 -0.205 -0.568
C 7.511677 10.737339 -0.179164 5.207 6.468 -0.944 0.281
N 8.290972 11.718102 -0.322837 -6.255 -7.863 1.152 -0.410
H 5.554082 9.844449 -0.280768 0.273 -0.002 0.069 0.211
H 6.892071 8.727828 -0.645412 0.037 0.205 0.069 0.263
H 6.578958 9.223037 1.035859 0.044 0.146 -0.162 0.248
C 7.656223 1.562715 5.298749 0.304 -0.425 1.157 -0.395
C 8.068135 1.067701 6.675686 2.271 -2.707 7.570 0.200
N 8.409804 0.656998 7.817799 -2.765 3.287 -9.165 -0.403
H 7.023684 0.817598 4.808515 0.166 0.055 0.116 0.082
H 7.098218 2.498551 5.390633 0.132 -0.141 0.090 0.243
H 8.543787 1.736212 4.684152 -0.114 -0.068 0.178 0.286
C 0.652713 -11.789050 -5.098606 0.732 0.934 -0.106 -0.725
C 1.361238 -10.453204 -5.254078 3.810 7.236 -0.856 0.484
N 1.948965 -9.345138 -5.382938 -4.674 -8.916 0.983 -0.533
H 0.172122 -11.844264 -4.117985 0.128 0.171 -0.227 0.292
H -0.109023 -11.899555 -5.875233 0.181 0.167 0.138 0.185
H 1.373837 -12.606079 -5.188287 0.026 0.242 -0.042 0.322
C -4.008825 -11.636524 -5.419013 0.945 0.559 0.562 -0.730
C -2.837396 -10.947046 -4.738545 6.364 3.810 3.747 0.425
N -1.865699 -10.375218 -4.174050 -7.871 -4.511 -4.512 -0.492
H -4.470691 -12.351348 -4.732470 0.167 0.159 -0.033 0.272
H -4.755583 -10.895463 -5.716977 0.208 -0.043 0.098 0.268
H -3.661954 -12.169952 -6.308246 0.045 0.130 0.172 0.265
C -6.891371 1.473859 -3.192536 0.655 -0.824 -0.632 -0.625
C -6.056521 0.452088 -3.947304 4.469 -5.393 -4.185 0.543
N -5.364007 -0.395385 -4.573445 -5.573 7.005 4.803 -0.617
H -7.337925 2.182708 -3.895215 0.130 -0.193 0.018 0.333
H -7.689029 0.969026 -2.640734 0.174 -0.028 -0.135 0.268
H -6.261295 2.021492 -2.486347 -0.023 -0.150 -0.163 0.186